DFT (wB97M-V/def2-TZVPD) results for C12H19NSi as an isolated structure at a distorted geometry.

The HOMO energy is -7.8 eV. The value obtained for the LUMO energy is 0.80 eV. The value obtained for the HOMO-LUMO gap is 8.576 eV. The total energy is -22118.083 eV. The relative energy (zero: lowest compared OMol25 entry of this formula, charge and spin) comes out at 72.1 kcal per mole.

The geometry in XYZ format:
```
33
Properties=species:S:1:pos:R:3:forces:R:3:mulliken_charge:R:1
C -4.898 0.918 0.136 2.41 -0.60 -0.12 -0.414
C -4.030 0.462 1.196 -3.19 2.18 0.28 -0.431
C -4.353 0.816 -1.145 -4.57 1.06 -0.48 -0.346
C -2.800 -0.066 0.926 0.67 0.79 -1.51 -0.240
C -3.198 0.190 -1.413 1.52 -0.23 -1.51 -0.528
C -2.342 -0.186 -0.421 -0.13 -1.10 0.73 0.464
C 3.794 0.560 0.711 -0.23 1.97 1.98 -0.525
C 2.582 1.608 0.646 1.10 -3.65 -3.14 -0.948
C 3.761 -0.392 -0.393 -0.47 -3.28 -1.34 -0.683
C 1.245 0.854 0.612 2.57 -0.96 -0.63 -0.426
C 2.347 -1.098 -0.619 0.94 1.37 2.83 -0.882
C 1.348 0.011 -0.699 -4.82 -1.24 1.30 -0.579
N -0.669 -2.240 0.582 1.74 1.73 -1.60 -0.390
Si -0.809 -1.170 -0.830 3.20 0.88 1.71 0.256
H -5.867 1.402 0.258 0.33 -0.27 0.37 0.376
H -4.471 0.784 2.189 1.23 -1.08 -0.76 0.248
H -5.034 1.128 -1.991 0.99 -0.25 0.84 0.247
H -2.059 -0.200 1.662 0.37 -0.58 1.12 0.468
H -2.937 0.029 -2.459 0.11 0.08 0.12 0.281
H 4.669 1.196 0.545 0.25 -0.15 0.41 0.301
H 3.895 0.132 1.781 -0.38 0.41 -1.70 0.283
H 2.744 2.127 1.491 0.10 2.72 2.64 0.458
H 2.682 2.144 -0.348 -0.01 0.00 1.42 0.320
H 3.968 0.165 -1.306 -0.05 -0.01 -0.26 0.298
H 4.544 -1.202 -0.355 -0.52 0.83 0.21 0.315
H 1.260 0.098 1.406 -0.26 0.31 0.33 0.234
H 0.537 1.621 0.835 -1.42 -0.06 -0.61 0.395
H 2.354 -1.671 -1.471 0.19 -1.08 -2.35 0.445
H 2.058 -1.857 0.155 0.58 0.84 -0.07 0.265
H 1.537 0.613 -1.556 -0.23 0.57 -0.81 0.539
H -1.371 -2.855 0.887 -0.64 -0.70 0.59 0.217
H 0.163 -2.113 1.160 -0.73 -0.53 -0.18 0.187
H -0.645 -1.807 -2.172 -0.64 0.05 0.20 -0.203
```
Positions in Å, forces in eV/Å.